No. 1
63
Properties=species:S:1:pos:R:3:forces:R:3:mulliken_charge:R:1 method="wB97M-V/def2-TZVPD" e_lumo_ha=-0.167 charge=+1
C 0.82120 0.64490 -1.48033 0.6 0.1 1.6 -0.294
H 0.29426 -1.40333 -0.62951 2.4 1.0 -0.4 0.120
H -5.00073 0.49075 1.42139 -0.1 0.0 0.0 0.418
C -6.71301 -0.70860 0.78014 -0.9 0.6 0.5 0.327
H 2.92866 -2.58814 2.93927 -0.8 -0.6 -2.1 0.431
C 3.23686 2.69124 2.04027 -0.1 -0.6 -0.2 -0.196
C -0.46202 2.43517 -5.95302 0.1 0.0 -0.4 -0.437
H 2.73587 0.63626 1.87157 0.0 0.1 0.0 0.217
H -3.19422 -3.88463 2.02598 2.7 0.2 -0.4 0.277
H -0.35181 2.34586 -0.28729 0.9 -2.1 0.2 0.341
H -1.96457 -2.52116 1.59546 0.1 -2.0 0.6 0.086
C 1.85241 3.10020 -6.42132 0.8 0.2 -0.9 0.354
C 1.29722 -0.88884 -1.01222 -2.7 0.6 -2.4 -0.177
H 4.49192 4.21960 4.91276 0.0 0.0 -0.1 0.421
H 2.97166 2.96809 1.02694 0.0 0.0 0.0 0.550
O -1.09801 -4.27715 2.67519 0.6 2.4 -0.3 -0.405
O -1.13848 2.47874 -3.69629 0.5 0.0 -0.3 -0.570
C -0.24468 2.66346 -4.51085 -0.6 0.0 0.4 0.330
H 0.57245 -1.50110 1.82746 0.9 -2.5 0.1 0.176
O -7.54867 -0.00143 1.32611 0.7 -0.5 -0.4 -0.532
H 2.57060 -4.13812 1.76903 0.1 2.6 0.2 0.435
C 1.09326 3.12431 -4.08972 0.4 0.1 -0.1 -0.235
H 0.66633 -3.93292 3.83143 -1.6 1.2 -1.8 0.318
H 3.05631 3.66714 -4.68617 0.0 0.0 -0.1 0.421
H 1.66259 -1.51678 -1.92944 -0.2 1.2 1.9 0.430
H 0.48950 -3.06350 0.77140 0.4 0.5 2.5 0.290
S 3.17260 -2.10780 0.39598 -0.5 0.1 0.2 0.116
C 3.47883 1.08433 3.87806 0.0 -0.4 0.4 0.178
H 0.37155 2.47739 -7.90386 0.0 0.0 0.0 0.417
O 2.74621 3.28492 -7.23588 -0.7 -0.2 0.7 -0.532
C 2.44462 -2.96721 1.93964 -1.6 -0.2 0.9 -0.565
C -4.75313 -2.37042 -0.49878 0.4 -0.5 -0.4 0.334
H 1.77598 1.26501 -1.80644 -2.0 -1.4 0.6 0.182
O 3.36471 -0.06141 4.29130 0.0 0.3 -0.4 -0.535
C 2.06975 3.32849 -4.97915 -0.1 0.0 0.5 -0.366
H 0.03070 0.62873 -2.34996 1.6 -0.2 1.8 0.178
C 3.11048 1.44020 2.49333 0.1 0.3 -0.2 0.244
H -0.49638 -2.43153 3.71152 0.8 -1.9 -1.4 0.286
C -6.19336 -2.68465 -0.57757 -0.4 0.1 0.1 -0.398
C -7.10578 -1.91020 0.01744 0.1 -0.4 -0.3 -0.371
H 1.23619 3.28627 -3.02831 0.0 0.1 0.0 0.579
O 2.30055 -0.68529 0.04520 1.2 -2.0 0.6 -0.263
C 0.80873 -2.66812 1.85133 0.1 0.5 -1.0 -0.281
C -0.04461 -3.33509 3.08176 0.2 0.0 1.0 -0.500
H -6.46541 -3.56977 -1.14004 0.0 0.0 0.0 0.430
H -8.16611 -2.12602 -0.03116 0.0 0.0 0.0 0.417
C 0.51448 2.63935 -6.84245 -0.4 -0.1 0.1 -0.364
H -1.82106 -4.15823 0.66898 -0.8 1.0 2.2 0.260
C 0.16339 1.31231 -0.09673 0.0 -0.2 0.0 -0.377
C -5.27278 -0.39437 0.85892 0.6 -0.1 -0.1 -0.411
C -2.05776 -3.67919 1.73541 -0.6 -0.1 -1.7 -0.408
C 4.11730 3.41566 4.29099 0.0 -0.3 0.3 -0.467
O 3.86307 4.91727 2.49302 -0.1 -1.0 0.3 -0.515
H -0.63289 0.54701 0.33230 1.5 1.7 -0.9 -0.067
H -3.30003 -0.95300 0.31252 0.0 0.0 0.0 0.455
H 4.25612 1.88778 5.75738 0.0 0.0 0.0 0.435
H -1.44858 2.09652 -6.24601 0.0 0.0 0.0 0.421
H 0.96894 1.48556 0.74776 -1.6 -0.4 -1.9 -0.069
O -3.91747 -3.07759 -1.04476 -0.3 0.4 0.4 -0.563
H 4.47675 -1.72431 0.84579 -1.8 0.3 -0.3 0.316
C -4.36036 -1.16882 0.26391 -0.2 0.4 0.3 -0.110
C 3.99093 2.16462 4.74405 0.1 0.3 0.1 -0.373
C 3.74896 3.77153 2.90626 0.2 1.2 -0.2 0.192



No. 2
70
Properties=species:S:1:pos:R:3:forces:R:3:mulliken_charge:R:1 method="wB97M-V/def2-TZVPD" e_lumo_ha=-0.036 de_lowest_kcal_mol=0.0
S -1.02635 0.71143 1.68345 0.0 0.0 0.0 -0.399
C -4.80460 -3.08365 2.04324 0.0 0.0 0.0 -0.631
H 1.31458 2.58869 1.35409 0.0 0.0 0.0 0.356
H -1.20721 3.48441 -0.00440 0.0 0.0 0.0 -0.299
N -0.71283 -3.10047 2.30720 0.0 0.0 0.0 -0.627
C -2.05030 3.96943 -0.49673 0.0 0.0 0.0 -0.072
C -2.47169 0.71951 0.72983 0.0 0.1 -0.1 0.238
H -6.41844 -2.97745 0.63158 0.0 0.0 0.0 0.458
C 0.81680 -3.71224 -1.68162 0.0 0.0 0.0 0.681
F 1.05512 -4.29817 -0.49948 0.0 0.0 0.0 -0.241
H 1.05271 0.93207 -3.18906 0.0 0.0 0.0 0.105
H -3.33956 4.51152 -3.92415 0.0 0.0 0.0 0.343
C 4.96116 1.75373 -1.50732 0.0 0.0 0.0 -1.237
H -4.93857 -2.59132 -1.30639 0.0 0.0 0.0 0.422
H 5.98470 1.41150 -1.66853 0.0 0.0 0.0 0.431
C 1.41000 -1.93845 1.74893 0.0 0.0 0.0 0.649
C 3.36159 3.32530 1.31602 0.0 0.0 0.0 -1.307
H 4.40128 -2.32764 3.29411 0.0 0.0 0.0 0.423
H -2.94161 3.37457 -0.30117 0.0 0.0 0.0 -0.004
F 1.01666 -1.70921 -2.85592 0.0 0.0 0.0 -0.268
C 1.76362 1.75435 -3.13275 0.0 0.0 0.0 -1.021
H 5.00874 2.69827 -0.97082 0.0 0.1 0.1 0.248
H -2.18059 4.97098 -0.08775 0.0 0.0 0.0 0.491
C -5.03373 0.67343 0.15303 0.0 0.1 0.0 0.023
C -2.52897 0.58020 -0.61594 0.0 0.0 0.0 0.188
H -5.45646 -3.23156 2.89394 0.0 0.0 0.0 0.382
H -2.48844 -2.43313 -0.97701 0.0 0.0 0.0 0.399
H 3.22937 3.91093 2.22690 0.0 0.0 0.0 0.421
H 2.46715 1.50955 2.09554 0.0 0.0 0.0 0.402
C 1.24891 -2.25005 -1.62891 0.0 0.0 0.0 0.351
H 3.26353 4.00761 0.47090 0.0 0.0 0.0 0.292
N -1.20097 -2.65012 1.26645 0.0 0.0 0.0 0.654
H 3.35824 -1.08572 1.45075 0.0 0.0 0.0 0.245
S -1.71620 4.02341 -2.26718 0.0 0.0 0.0 0.029
C 2.75262 -1.76728 2.03867 0.0 0.0 0.0 -0.516
C 2.33241 2.20443 1.26377 0.0 0.0 0.0 -0.345
H -3.68646 5.41610 -2.44081 0.0 0.0 0.0 0.318
C -5.34629 -2.94073 0.76997 0.0 0.0 0.0 -0.429
C 3.35030 -2.47332 3.07860 0.0 0.0 0.0 -0.710
S -6.67236 0.67241 0.21439 0.0 0.0 0.0 -0.183
H 2.46623 3.22845 -1.69620 0.0 0.0 0.0 0.537
Pb 0.33300 -0.93750 0.08276 0.0 0.1 0.0 1.200
As 2.29980 1.11322 -0.35639 0.0 0.1 0.0 0.159
F -0.49762 -3.78932 -1.92809 0.0 0.0 0.0 -0.222
F 1.45608 -4.40884 -2.62507 0.0 0.0 0.0 -0.268
H 0.64533 -4.22647 4.13059 0.0 0.0 0.0 0.477
H 4.63979 0.48094 0.22267 0.0 0.0 0.0 0.530
C 1.25846 -3.54351 3.55684 0.0 0.0 0.0 -0.427
F 2.61166 -2.24557 -1.44527 0.0 0.0 0.0 -0.321
C 4.17593 0.69134 -0.74422 0.0 0.0 0.0 -0.590
C -3.43711 -3.01348 2.23173 0.0 0.0 0.0 -0.283
C -3.37068 4.45197 -2.83782 0.0 0.0 0.0 -0.805
H 0.78669 2.72968 -1.47011 0.0 0.0 0.0 -0.438
S -1.19045 0.26928 -1.66658 0.0 -0.1 0.0 -0.314
S -4.13134 0.55924 -1.31847 0.0 0.0 0.0 -0.181
H -4.08302 3.68074 -2.54477 0.0 0.0 0.0 0.148
H 2.74161 1.36740 -3.42476 0.0 0.0 0.0 0.266
C 2.60286 -3.36185 3.83806 0.0 0.0 0.0 -0.623
H 3.06621 -3.91037 4.64702 0.0 0.0 0.0 0.372
H 4.16331 -0.24907 -1.29527 0.0 0.0 0.0 0.342
H 1.46358 2.49879 -3.87062 0.0 0.0 0.0 0.445
C 0.67584 -2.84218 2.50836 0.0 0.0 0.0 -0.148
H 4.37960 2.93685 1.32425 0.0 0.0 0.0 0.290
C -4.51697 -2.72075 -0.31883 0.0 0.0 0.0 -0.982
C -2.61298 -2.79126 1.13161 0.0 0.0 0.0 -0.146
S -4.01901 0.80226 1.54584 0.0 -0.1 0.0 -0.112
C -3.14453 -2.63220 -0.13929 0.0 0.0 0.0 0.109
H 4.52661 1.95044 -2.48704 0.0 0.0 0.0 0.219
H -3.00014 -3.09992 3.21643 0.0 0.0 0.0 0.469
C 1.78336 2.37837 -1.74280 0.0 0.0 0.0 0.039



For the records above, the corresponding frontier orbital gap values read 7.70; 6.34 eV.
For the records above, the corresponding energy values read -1969.55556; -6397.16265 Eh.
For the records above, the corresponding largest force on an atom values read 3.7; 0.1 eV/A.